1.
# C4H4NO2

An isolated ion of composition C4H4NO2 and charge -1 in a non-equilibrium geometry (the ωB97M-V functional and the def2-TZVPD basis, OMol25).

XYZ file:
```
11
C4H4NO2 | OMol25 | the ωB97M-V functional and the def2-TZVPD basis
C 0.2658 1.2976 0.1119
C 0.0247 0.0467 0.0365
C -1.5331 -0.4186 -0.0487
C 0.9564 -1.1211 0.0526
N 0.3320 2.5203 0.3267
O -2.1049 -0.0945 -1.0805
O -1.8801 -1.0748 0.9245
H 0.6108 -1.8410 0.7968
H 1.9777 -0.8177 0.2949
H 0.9602 -1.6182 -0.9215
H 0.3906 3.1214 -0.4930
```

Calculated values
* charge: -1
* molecular weight: 98.1 g/mol
* Kohn-Sham gap: 8.0 eV
* SMILES: CC(=C=N)C(=O)[O-]
* energy above the lowest of the compared OMol25 structures with the same formula, charge and spin: 1.539 eV
* total energy: -360.0792 Eh

Löwdin atomic charge list, values in e, 5 entries: -0.1976 -0.2167 -0.7328 -0.0843 0.0744

***

2.
# C4H4NO2

An isolated ion of composition C4H4NO2 and charge -1 in a non-equilibrium geometry (the ωB97M-V functional and the def2-TZVPD basis, OMol25).

XYZ file:
```
11
C4H4NO2 | OMol25 | the ωB97M-V functional and the def2-TZVPD basis
C -0.3840 -1.0697 -0.0672
C -1.6856 -0.8135 0.1069
C -0.5465 1.0627 -0.1076
C 0.4324 0.1386 -0.0692
N 2.1484 0.4850 0.1681
O 3.0211 -0.3687 -0.1343
O -1.8543 0.5538 0.0539
H -0.0407 -2.0902 0.1817
H -2.6065 -1.3343 0.2641
H -0.4716 2.1943 0.1263
H 1.9872 1.2418 -0.5227
```

Calculated values
* charge: -1
* molecular weight: 98.1 g/mol
* Kohn-Sham gap: 5.5 eV
* SMILES: [O-]Nc1ccoc1
* energy above the lowest of the compared OMol25 structures with the same formula, charge and spin: 6.326 eV
* total energy: -359.9033 Eh

Löwdin atomic charge list, values in e, 5 entries: -0.1058 -0.1795 -0.1742 -0.1460 -0.2698

***

3.
# C4H4NOS

An isolated ion of composition C4H4NOS and charge +1 in a non-equilibrium geometry (the ωB97M-V functional and the def2-TZVPD basis, OMol25).

XYZ file:
```
11
C4H4NOS | OMol25 | the ωB97M-V functional and the def2-TZVPD basis
C 1.8237 0.2574 -0.3246
C 0.1805 -1.1542 0.3214
C -1.5865 0.5960 -0.2930
C -0.3285 0.1855 0.4143
N 1.0460 1.1345 -0.0381
O 1.4310 -1.0756 -0.1544
S -3.1171 0.1636 0.0508
H 2.8704 0.3067 -0.7407
H -0.3553 -2.0329 0.4997
H -1.4881 1.2134 -1.2874
H -0.4761 0.4055 1.5520
```

Calculated values
* charge: +1
* molecular weight: 114.1 g/mol
* Kohn-Sham gap: 6.4 eV
* energy above the lowest of the compared OMol25 structures with the same formula, charge and spin: 0.849 eV
* total energy: -682.5833 Eh

Löwdin atomic charge list, values in e, 5 entries: -0.1758 0.1571 -0.6180 -0.2328 0.2294

***

4.
# C4H4NP

One molecule with the formula C4H4NP in a non-equilibrium geometry (the ωB97M-V functional and the def2-TZVPD basis, OMol25).

XYZ file:
```
10
C4H4NP | OMol25 | the ωB97M-V functional and the def2-TZVPD basis
C -2.2844 0.7783 0.0005
C -0.8211 0.5155 -0.0463
C -3.3256 1.5078 -0.0757
C -1.6714 -0.5467 0.4364
N 0.1480 1.2798 -0.0904
P 1.7884 1.0756 0.3089
H -1.7891 -0.8404 1.4354
H -1.9289 -1.5194 -0.1826
H 1.9115 -0.2510 0.1590
H 2.1889 1.6384 -0.9534
```

Calculated values
* molecular weight: 97.1 g/mol
* Kohn-Sham gap: 9.0 eV
* energy above the lowest of the compared OMol25 structures with the same formula, charge and spin: 3.816 eV
* total energy: -550.6795 Eh

Löwdin atomic charge list, values in e, 5 entries: -0.3236 -0.3637 0.1868 -0.0417 -0.2302

***

5.
# C4H4NaO

C4H4NaO as an isolated structure in a non-equilibrium geometry (the ωB97M-V functional and the def2-TZVPD basis, OMol25).

XYZ file:
```
10
C4H4NaO | OMol25 | the ωB97M-V functional and the def2-TZVPD basis
O 1.6452 -0.3683 0.1967
C 0.6413 -1.2888 0.2238
C -0.5796 -0.6936 0.8376
C -1.2641 -0.3090 2.2293
C -1.7326 -0.0905 0.8382
H 0.7500 -2.1691 0.9437
H 0.3563 -1.7034 -0.7682
H -0.8085 0.5009 2.8120
H -1.6623 -1.1323 2.8368
Na 1.2325 1.6641 -0.2018
```

Calculated values
* molecular weight: 91.1 g/mol
* multiplicity: 2
* expectation value of S²: 0.756
* Kohn-Sham gap (spin up / spin down): 6.8 / 6.9 eV
* energy above the lowest of the compared OMol25 structures with the same formula, charge and spin: 0.000 eV
* total energy: -392.1639 Eh

Löwdin atomic charge list, values in e, 5 entries: -0.3972 -0.4417 -0.2274 -0.1160 0.0508

***

6.
# C4H4O

One molecule with the formula C4H4O in a non-equilibrium geometry (the ωB97M-V functional and the def2-TZVPD basis, OMol25).

XYZ file:
```
9
C4H4O | OMol25 | the ωB97M-V functional and the def2-TZVPD basis
C 2.4377 0.2244 -0.0036
C 1.3607 -0.3769 0.0491
C -1.6043 0.3046 -0.0485
C 0.2587 -1.2276 0.0348
O -1.0191 -0.8436 -0.0201
H 3.3889 0.8251 -0.1286
H -2.6255 0.2925 0.4377
H -1.0345 1.1378 -0.1400
H 0.4759 -2.3163 -0.1182
```

Calculated values
* molecular weight: 68.1 g/mol
* Kohn-Sham gap (spin up / spin down): 7.7 / 8.1 eV
* energy above the lowest of the compared OMol25 structures with the same formula, charge and spin: 4.823 eV
* total energy: -229.8507 Eh

Löwdin atomic charge list, values in e, 5 entries: 0.1048 -0.1597 -0.0157 -0.1647 -0.0876

***

7.
# C4H4O

One molecule with the formula C4H4O in a non-equilibrium geometry (the ωB97M-V functional and the def2-TZVPD basis, OMol25).

XYZ file:
```
9
C4H4O | OMol25 | the ωB97M-V functional and the def2-TZVPD basis
C 1.1733 -1.2135 -0.3241
C 0.6057 -0.0532 0.1704
C -1.1633 0.2412 0.7617
C -0.6525 0.3739 -0.6167
O -1.5407 0.0068 1.8503
H 2.2926 -1.3966 -0.2165
H 1.0088 0.8748 0.5512
H -0.5395 1.4063 -0.9329
H -1.1844 -0.2396 -1.2434
```

Calculated values
* molecular weight: 68.1 g/mol
* Kohn-Sham gap: 7.4 eV
* energy above the lowest of the compared OMol25 structures with the same formula, charge and spin: 5.294 eV
* total energy: -229.8334 Eh

Löwdin atomic charge list, values in e, 5 entries: 0.0219 -0.3568 -0.1014 -0.0875 0.2097

***

8.
# C4H4O

One molecule with the formula C4H4O in a non-equilibrium geometry (the ωB97M-V functional and the def2-TZVPD basis, OMol25).

XYZ file:
```
9
C4H4O | OMol25 | the ωB97M-V functional and the def2-TZVPD basis
C 0.5519 0.4542 -1.0458
C 1.4371 0.8305 0.0900
C -0.3274 -0.3422 0.8891
C -0.4298 -0.3131 -0.5576
O 0.8342 0.3657 1.2486
H 0.7193 0.8590 -2.1416
H -1.3392 -0.1096 1.3213
H -0.1245 -1.3002 1.3305
H -1.3215 -0.4443 -1.1344
```

Calculated values
* molecular weight: 68.1 g/mol
* Kohn-Sham gap: 8.5 eV
* energy above the lowest of the compared OMol25 structures with the same formula, charge and spin: 3.054 eV
* total energy: -229.9157 Eh

Löwdin atomic charge list, values in e, 5 entries: -0.1087 0.0013 -0.2409 -0.0784 -0.1027

***

9.
# C4H4O

One molecule with the formula C4H4O (the ωB97M-V functional and the def2-TZVPD basis, OMol25).

XYZ file:
```
9
C4H4O | OMol25 | the ωB97M-V functional and the def2-TZVPD basis
C 0.5078 0.9446 -0.1835
C -0.5665 0.0709 -0.8162
O -1.0816 0.3115 -1.8785
C -0.8030 -1.0835 0.0546
C -0.4167 -1.6736 1.0335
H 1.3663 0.9789 -0.8571
H 0.8309 0.5517 0.7797
H 0.1185 1.9536 -0.0438
H 0.0443 -2.0542 1.9115
```

Calculated values
* molecular weight: 68.1 g/mol
* Kohn-Sham gap: 10.7 eV
* SMILES: C#CC(C)=O
* energy above the lowest of the compared OMol25 structures with the same formula, charge and spin: 1.847 eV
* total energy: -229.9601 Eh

Löwdin atomic charge list, values in e, 5 entries: -0.0184 -0.4699 0.0924 -0.0336 0.1347

***

10.
# C4H4O

One molecule with the formula C4H4O in a non-equilibrium geometry (the ωB97M-V functional and the def2-TZVPD basis, OMol25).

XYZ file:
```
9
C4H4O | OMol25 | the ωB97M-V functional and the def2-TZVPD basis
C -0.9913 -0.7351 -0.7978
C -0.9385 0.4794 -1.2557
C 0.7595 0.1029 1.3329
C -0.3532 -0.0460 0.3345
O -0.5836 0.5500 1.5614
H -1.6365 -1.6011 -0.8247
H -0.9934 1.0539 -2.1451
H 0.9752 -0.9227 1.6685
H 1.6159 0.7957 1.3405
```

Calculated values
* molecular weight: 68.1 g/mol
* multiplicity: 3
* expectation value of S²: 2.008
* Kohn-Sham gap (spin up / spin down): 6.1 / 7.2 eV
* energy above the lowest of the compared OMol25 structures with the same formula, charge and spin: 4.588 eV
* total energy: -229.7100 Eh

Löwdin atomic charge list, values in e, 5 entries: -0.1664 0.0213 -0.0512 -0.2236 0.0483

***

The highest total energy belongs to which entry?
number 10